# 1
{"formula": "C5H7N", "method": "the ωB97M-V functional and the def2-TZVPD basis", "relative_energy_kcal_mol": 60.3, "smiles": "CC(C)=CC#N", "homo_ev": -9.40, "multiplicity": 1, "orbital_gap_ev": 9.710, "elements": ["H", "H", "N", "C", "H", "H", "H", "H", "C", "C", "C", "H", "C"], "coordinates": [[1.534, -0.977, 0.840], [1.424, 0.714, 1.382], [-1.648, -2.092, -2.477], [-0.035, 0.012, -0.040], [1.334, 1.818, -0.242], [-1.062, -1.836, 0.243], [-0.263, 1.865, -1.198], [0.283, -0.496, 2.012], [0.868, -0.132, 1.098], [-1.568, -1.351, -1.597], [-1.030, -0.929, -0.318], [-0.050, 1.941, 0.620], [0.212, 1.463, -0.325]], "atomic_forces_ev_per_a": [[0.1331, 0.4096, 0.4092], [0.5940, 0.8158, 0.2093], [-0.7118, 0.4651, -0.3650], [-1.8548, 0.2725, 0.1953], [-1.8703, -1.2758, -1.0752], [0.3047, -0.2422, 1.0314], [-0.2974, 0.5439, -0.2719], [0.8506, 0.3859, -0.9890], [-0.7803, -4.4987, 2.6313], [0.8840, 0.2146, 0.3072], [2.3091, 1.6826, -0.8442], [-1.0172, 0.2904, -0.2498], [1.4563, 0.9364, -0.9886]]}

***

# 2
{"formula": "C28H22LiN8O4S", "method": "the ωB97M-V functional and the def2-TZVPD basis", "relative_energy_kcal_mol": 1.0, "homo_ev": -4.18, "multiplicity": 1, "orbital_gap_ev": 5.960, "charge": -1, "elements": ["N", "H", "H", "H", "H", "H", "C", "H", "H", "C", "C", "C", "N", "H", "N", "H", "C", "C", "C", "C", "O", "O", "H", "H", "C", "C", "C", "C", "C", "H", "H", "N", "C", "C", "N", "H", "H", "H", "H", "C", "C", "C", "C", "C", "N", "H", "Li", "O", "C", "O", "C", "H", "C", "N", "S", "C", "C", "C", "C", "N", "C", "H", "H", "H"], "coordinates": [[-3.204, 1.313, -0.270], [-3.358, -4.808, 0.667], [2.925, -1.654, 2.042], [-5.171, 4.277, -1.758], [2.904, 0.930, 1.356], [5.788, 1.586, -3.787], [-4.269, 1.102, -1.031], [-5.345, -4.646, -0.858], [2.711, -1.919, 0.069], [5.018, -0.450, -1.402], [-4.765, -3.767, -0.606], [-0.144, -0.748, 4.175], [-0.202, -0.674, -0.264], [1.135, -1.024, 5.854], [-3.293, -1.516, 0.015], [-0.394, -0.596, -2.401], [-2.963, -2.709, 0.520], [1.675, 2.910, -1.072], [-4.616, 3.450, -1.333], [2.042, -1.404, 2.621], [4.504, -2.390, 0.240], [5.160, -2.929, -2.043], [3.955, 2.892, -2.715], [-5.973, -2.435, -1.783], [-3.514, 3.678, -0.514], [4.249, 1.928, -2.323], [1.457, -1.440, -1.562], [-2.848, 2.581, -0.011], [-3.665, -3.864, 0.240], [-1.977, 2.705, 0.625], [0.968, 1.940, 2.524], [1.793, -1.600, -0.247], [5.264, 1.196, -2.919], [0.833, -1.103, 1.985], [-4.704, -0.189, -1.312], [-1.014, -0.488, 4.766], [-2.097, -2.700, 1.173], [1.792, 3.198, -2.109], [3.129, -1.627, 4.440], [0.222, -0.871, -1.558], [-5.004, 2.157, -1.595], [1.060, -1.049, 4.772], [0.619, 3.421, -0.341], [-0.317, -0.755, 2.764], [5.645, 0.003, -2.489], [-5.517, -0.222, -1.902], [-1.914, -0.088, 0.567], [-1.463, -0.473, 2.247], [2.539, 2.003, -0.463], [6.820, -2.057, -0.459], [2.284, 1.659, 0.855], [-3.178, 4.677, -0.272], [2.172, -1.385, 3.999], [0.370, 3.100, 0.930], [5.432, -2.139, -0.859], [3.662, 1.366, -1.200], [1.196, 2.226, 1.503], [-5.119, -2.542, -1.126], [-4.342, -1.428, -0.780], [4.081, 0.195, -0.724], [0.777, -1.126, 0.518], [-5.864, 1.948, -2.220], [-0.074, 4.117, -0.805], [2.124, -1.739, -2.353]], "atomic_forces_ev_per_a": [[-0.0027, 0.0194, 0.0364], [-0.0032, 0.0029, -0.0069], [-0.0424, -0.0022, -0.0806], [-0.0020, -0.0024, 0.0019], [0.0016, 0.0244, 0.0009], [-0.0031, -0.0059, -0.0067], [-0.0116, -0.0409, -0.0019], [0.0001, 0.0017, 0.0019], [0.1168, -0.0785, -0.0555], [-0.0148, 0.0369, -0.0388], [0.0150, -0.0031, 0.0023], [0.0146, 0.0249, -0.0318], [-0.0314, 0.0320, 0.0052], [0.0246, -0.0094, -0.0084], [0.0164, 0.0363, 0.0300], [0.0101, 0.0002, 0.0157], [0.0024, 0.0044, -0.0018], [0.0132, 0.0181, -0.0029], [0.0233, -0.0029, 0.0106], [0.0451, -0.0314, 0.1334], [-0.1315, 0.0351, 0.0821], [-0.0521, 0.0229, -0.0190], [-0.0263, -0.0072, 0.0263], [0.0025, -0.0034, 0.0054], [-0.0266, -0.0073, -0.0224], [0.0072, 0.0157, -0.0366], [0.0484, -0.0020, 0.0268], [0.0242, -0.0014, 0.0114], [-0.0056, 0.0050, -0.0142], [-0.0124, -0.0157, -0.0093], [-0.0048, 0.0069, -0.0080], [-0.1766, -0.0269, 0.1333], [0.0274, -0.0330, 0.0171], [-0.0253, -0.0011, -0.0325], [0.0462, -0.0038, 0.0171], [0.0062, 0.0031, -0.0005], [-0.0159, 0.0083, 0.0008], [0.0204, -0.0313, 0.0029], [-0.0367, 0.0227, 0.0941], [-0.0713, 0.0399, -0.0385], [-0.0015, -0.0005, -0.0004], [-0.0213, -0.0065, 0.0291], [0.0450, -0.0030, 0.0314], [-0.0007, -0.0666, -0.0723], [0.0007, 0.0096, 0.0113], [-0.0116, -0.0005, -0.0071], [0.0528, -0.1630, -0.1128], [-0.0244, 0.0648, 0.1819], [-0.0574, 0.0335, -0.0916], [-0.0432, -0.0038, 0.0084], [0.0118, -0.0348, 0.0491], [-0.0041, -0.0049, -0.0022], [0.0405, 0.0150, -0.1313], [-0.0234, -0.0076, -0.0565], [0.1511, 0.0313, -0.0495], [0.0424, 0.0381, 0.0770], [-0.0066, -0.0010, 0.0157], [-0.0026, -0.0005, -0.0040], [0.0002, 0.0674, -0.0244], [0.0079, -0.0274, -0.0264], [0.0849, 0.0274, -0.0848], [0.0013, 0.0031, 0.0030], [0.0009, -0.0059, 0.0049], [-0.0121, -0.0156, 0.0120]]}

***

# 3
{"formula": "C21H21N5O3", "method": "the ωB97M-V functional and the def2-TZVPD basis", "relative_energy_kcal_mol": 467.0, "homo_ev": -8.09, "multiplicity": 1, "orbital_gap_ev": 7.855, "elements": ["H", "H", "H", "C", "C", "H", "C", "H", "C", "C", "C", "H", "H", "C", "H", "N", "C", "C", "H", "C", "C", "N", "H", "C", "C", "C", "H", "O", "H", "O", "H", "H", "N", "C", "H", "H", "H", "H", "H", "H", "N", "H", "C", "C", "C", "C", "C", "C", "N", "O"], "coordinates": [[-0.472, 2.519, -0.952], [-0.595, -1.904, 1.779], [0.731, 1.126, -2.696], [2.754, 1.359, -0.948], [-2.437, 2.015, -0.209], [4.889, 3.054, -0.920], [4.549, 2.695, 0.260], [-5.194, 1.021, 1.012], [2.083, -0.076, -0.659], [3.956, -2.025, 1.790], [-1.005, 0.392, -1.811], [-0.607, -2.106, -2.190], [-0.911, -4.423, -1.223], [4.421, 0.506, 0.936], [-1.733, 4.128, -0.101], [3.630, -0.973, 0.747], [-3.588, 3.879, 0.790], [0.916, -1.557, -1.093], [-3.689, 4.813, 1.434], [-4.625, 2.829, 1.021], [2.524, -1.050, 0.074], [1.172, -0.536, -1.578], [3.670, 3.530, 0.558], [-2.856, -2.115, 1.658], [-0.463, -3.688, -0.898], [-3.485, -2.586, 0.588], [-4.698, -2.762, 0.433], [2.423, 2.329, -1.605], [5.038, -1.725, 2.264], [5.241, 0.559, 1.704], [3.149, -1.984, 2.465], [-5.432, 3.169, 1.543], [3.970, 1.403, 0.105], [-4.438, 1.579, 0.749], [0.001, -0.262, -3.158], [4.259, -2.856, 1.158], [-3.310, 0.041, -0.296], [-3.273, -1.370, 2.555], [5.457, 2.459, 0.914], [-1.726, -0.234, -1.731], [0.094, -2.808, -1.751], [0.384, -3.863, -0.417], [-1.135, 1.840, -1.111], [-2.456, 3.330, 0.191], [-1.604, -3.170, 0.240], [-3.387, 1.013, -0.021], [0.371, 0.274, -2.494], [-1.441, -2.510, 1.277], [1.733, -1.982, -0.258], [-2.853, -3.294, -0.125]], "atomic_forces_ev_per_a": [[4.6376, 4.0044, 0.0927], [-1.1018, -2.0091, -1.1562], [2.9395, 5.9921, -1.6424], [-0.5188, -3.2354, 2.8550], [4.0303, -1.3810, -3.8490], [-0.6796, -0.7827, 3.5691], [0.2183, 2.9280, -2.7872], [-3.8606, -3.5055, 1.3640], [2.5554, 12.2459, -4.9170], [4.0476, 2.6952, -1.9567], [5.8206, 14.1132, 3.4232], [0.5701, -2.4314, 0.0545], [-3.7835, -7.4845, -4.2489], [-6.7691, -5.7413, -4.1790], [0.1740, -1.3975, 0.2103], [4.5197, 1.5972, 3.7540], [-1.5158, -2.9544, 1.9118], [-6.0642, -17.7570, 0.3613], [0.3096, -0.9560, -1.7517], [3.7044, 6.5584, 0.1355], [1.7951, 1.6598, 0.6068], [1.2157, 12.4539, -5.5261], [2.7798, -2.2298, -0.2756], [1.1522, 2.9868, 2.6097], [-1.4550, 6.9207, 6.8756], [-12.6419, 3.7051, 6.2209], [3.1623, 1.0698, 0.4748], [1.2226, -1.8648, 1.3448], [-2.9890, -0.3624, -0.7829], [5.4305, 0.1716, 5.1640], [-0.6120, -1.0515, 1.0383], [-2.3463, 0.4765, 1.3052], [-3.4085, 2.1729, -3.6008], [2.8200, -2.7790, -3.0906], [-1.1880, -4.9717, -7.4958], [-0.9325, -0.8688, 0.7530], [0.2048, -2.6335, -0.7051], [1.3363, -2.3934, -2.8021], [-1.3360, 1.6357, -0.7478], [-4.5278, -4.2477, 0.1941], [-0.3984, 9.4948, -4.1572], [3.1712, -2.3434, 3.3833], [-7.3508, -12.6577, -1.3712], [-1.7000, 3.7690, 0.7806], [6.3465, -4.6116, -7.8555], [0.0071, 5.9142, 2.3346], [-3.1121, -3.1622, 8.3061], [0.0812, 6.8427, 8.3404], [0.2302, -7.9282, 5.1725], [3.8092, -5.6663, -7.7373]]}

***

# 4
{"formula": "H7O3S", "method": "the ωB97M-V functional and the def2-TZVPD basis", "relative_energy_kcal_mol": 1.5, "homo_ev": -4.04, "multiplicity": 1, "orbital_gap_ev": 7.968, "charge": -1, "elements": ["H", "H", "O", "H", "O", "H", "H", "H", "S", "H", "O"], "coordinates": [[0.433, -1.225, 0.584], [2.107, 1.610, -0.558], [3.077, 1.653, -0.541], [-0.430, -2.441, 0.439], [0.429, -2.180, 0.804], [3.293, 0.817, -0.122], [-2.076, -0.198, -0.364], [-0.266, 1.456, 0.871], [-0.035, 0.852, -0.305], [-3.542, 0.218, -0.385], [-2.990, -0.560, -0.423]], "atomic_forces_ev_per_a": [[0.0930, 0.1272, -0.0306], [-0.4912, -0.0195, -0.0255], [0.5290, 0.0931, -0.0057], [0.3018, 0.0097, 0.1770], [-0.3954, -0.1691, -0.1405], [0.0454, -0.0625, 0.0244], [-0.0307, 0.0531, -0.0595], [0.0114, -0.0172, -0.0007], [-0.1264, 0.0403, 0.0272], [-0.1223, 0.2885, 0.0027], [0.1854, -0.3435, 0.0313]]}